# C3H5NO2

2 unconnected molecules or ions with the total composition C3H5NO2 (wB97M-V/def2-TZVPD, the Open Molecules 2025 dataset).

- energy relative to the best compared isomer or geometry (same formula, charge and spin) (eV) = 4.186
- maximum force (eV/A) = 0.4

```
! RIJCOSX wB97M-V def2-TZVPD def2/J DEFGRID3
* xyz 0 1
O 2.64 0.12 -0.14
C 1.45 0.06 -0.13
N 0.60 -0.70 0.62
C -0.74 -0.64 0.07
C -0.67 0.58 -0.82
O 0.65 0.83 -0.99
H 0.97 -1.50 1.10
H -0.96 -1.51 -0.57
H -1.52 -0.57 0.84
H -1.10 1.75 0.45
H -1.32 1.59 -0.43
*
```